The following is a DFT calculation (wB97M-V/def2-TZVPD) of one molecule with the formula C19H23N7O.

The geometry in XYZ format:
```
50
C19H23N7O, DFT wB97M-V/def2-TZVPD
C 3.258 1.433 -1.902
C 2.335 0.313 -1.521
C 1.340 -0.133 -2.380
C 0.553 -1.219 -2.033
C 0.755 -1.874 -0.833
C 1.720 -1.424 0.061
C 1.974 -2.120 1.379
N 1.104 -1.790 2.499
C -0.047 -2.622 2.739
C -1.257 -2.299 1.835
N -1.158 -0.919 1.398
C -1.870 -0.555 0.309
N -2.648 -1.479 -0.210
C -3.459 -1.064 -1.200
N -4.362 -1.726 -1.882
O -4.975 -0.807 -2.654
N -4.485 0.436 -2.491
C -3.532 0.324 -1.600
N -2.640 1.233 -1.160
C -1.773 0.787 -0.292
N -0.762 1.626 0.073
C -0.729 2.950 -0.463
C 0.504 3.770 -0.272
C 0.128 3.296 -1.646
C -0.667 -0.056 2.446
C 0.817 -0.385 2.716
C 2.495 -0.328 -0.297
H 4.283 1.064 -1.952
H 2.997 1.845 -2.873
H 3.233 2.234 -1.164
H 1.195 0.349 -3.336
H -0.206 -1.572 -2.715
H 0.172 -2.752 -0.604
H 2.997 -1.880 1.698
H 1.916 -3.200 1.234
H 0.237 -3.667 2.615
H -0.324 -2.478 3.790
H -2.198 -2.461 2.377
H -1.286 -2.929 0.947
H 0.133 1.198 0.263
H -1.701 3.418 -0.388
H 0.395 4.816 -0.034
H 1.349 3.302 0.212
H -0.255 4.011 -2.356
H 0.712 2.506 -2.088
H -1.254 -0.262 3.352
H -0.803 0.994 2.196
H 1.464 0.214 2.073
H 1.050 -0.130 3.759
H 3.275 0.013 0.372
```

Properties
* SMILES: Cc1cccc(CN2CCN(c3nc4nonc4nc3NC3CC3)CC2)c1
* HOMO level: -8.32 eV
* LUMO: -0.1 eV

=====

The following is a DFT calculation (wB97M-V/def2-TZVPD) of one molecule with the formula C2H6N2OS2.

The geometry in XYZ format:
```
13
C2H6N2OS2, DFT wB97M-V/def2-TZVPD
O 0.783 2.013 -0.028
N -0.081 1.068 -0.601
C -0.312 -0.065 0.193
C 1.064 -0.431 0.742
S 2.143 -1.004 -0.636
N -1.297 -0.890 0.297
S -2.755 -0.358 -0.481
H 1.448 2.299 -0.806
H -1.053 1.364 -0.897
H 1.484 0.443 1.393
H 1.065 -1.391 1.411
H 1.217 -2.093 -1.051
H -3.706 -0.957 0.465
```

Properties
* SMILES: ON/C(CS)=N\S
* HOMO level: -8.80 eV
* LUMO: 0.5 eV

=====

The following is a DFT calculation (wB97M-V/def2-TZVPD) of one molecule with the formula C6H9N.

The geometry in XYZ format:
```
16
C6H9N, DFT wB97M-V/def2-TZVPD
C 2.129 -0.624 0.465
N 0.880 -0.243 -0.154
C -0.374 -0.957 0.136
C -1.370 -0.727 -0.958
C -1.602 0.578 -1.105
C -0.919 1.419 -0.044
C -0.095 0.390 0.706
H 2.045 -1.117 1.446
H 2.683 -1.269 -0.221
H 2.711 0.293 0.601
H -0.370 -1.857 0.752
H -1.778 -1.511 -1.587
H -2.172 1.019 -1.918
H -0.254 2.174 -0.480
H -1.648 1.934 0.595
H 0.134 0.497 1.766
```

Properties
* SMILES: CN1[C@@H]2C=CC[C@@H]21
* HOMO level: -8.85 eV
* LUMO: 1.2 eV

=====

The following is a DFT calculation (wB97M-V/def2-TZVPD) of one molecule with the formula C21H26N2O2.

The geometry in XYZ format:
```
51
C21H26N2O2, DFT wB97M-V/def2-TZVPD
O 0.124 2.425 -0.918
C -0.638 1.848 -0.164
C -2.131 2.097 -0.190
C -2.938 0.852 -0.581
N -3.210 0.004 0.562
C -4.402 -0.804 0.435
C -4.467 -1.799 -0.748
C -3.438 -2.888 -0.667
C -2.406 -2.969 -1.594
C -1.447 -3.962 -1.501
C -1.508 -4.893 -0.479
C -2.540 -4.831 0.443
C -3.498 -3.838 0.346
C -2.039 -0.693 1.047
C -1.051 0.286 1.696
N -0.193 0.933 0.729
C 1.223 0.636 0.740
C 1.993 1.630 1.629
O 3.380 1.409 1.603
C 4.111 1.848 0.530
C 5.478 1.581 0.602
C 6.324 1.986 -0.409
C 5.821 2.665 -1.508
C 4.466 2.928 -1.580
C 3.603 2.526 -0.572
H -2.299 2.880 -0.931
H -2.476 2.457 0.780
H -2.400 0.316 -1.380
H -3.900 1.181 -0.980
H -4.525 -1.353 1.372
H -5.247 -0.113 0.339
H -5.465 -2.244 -0.736
H -4.355 -1.251 -1.685
H -2.351 -2.246 -2.396
H -0.650 -4.009 -2.230
H -0.759 -5.668 -0.404
H -2.600 -5.561 1.237
H -4.307 -3.802 1.063
H -1.511 -1.247 0.253
H -2.363 -1.412 1.802
H -1.618 1.030 2.265
H -0.411 -0.259 2.390
H 1.385 -0.384 1.093
H 1.595 0.717 -0.285
H 1.745 2.654 1.325
H 1.701 1.495 2.675
H 5.852 1.054 1.467
H 7.381 1.773 -0.340
H 6.481 2.983 -2.301
H 4.061 3.454 -2.432
H 2.552 2.745 -0.674
```

Properties
* SMILES: O=C1CCN(CCc2ccccc2)CCN1CCOc1ccccc1
* HOMO level: -8.23 eV
* LUMO: 0.7 eV

=====

The following is a DFT calculation (wB97M-V/def2-TZVPD) of a 11-piece molecular cluster, C7H35NO10 overall.

The geometry in XYZ format:
```
53
C7H35NO10, DFT wB97M-V/def2-TZVPD
C -2.110 -1.722 -0.432
C -2.262 -0.226 -0.310
C -1.420 0.488 -1.406
C -0.818 1.875 -1.110
C -0.630 2.328 0.319
C -1.873 2.962 0.921
C 0.613 2.433 0.775
N 1.026 2.980 2.047
H -2.165 -1.938 -1.515
H -2.856 -2.321 0.085
H -1.146 -2.183 -0.268
H -3.315 0.003 -0.441
H -1.872 0.189 0.612
H -2.038 0.361 -2.298
H -0.593 -0.179 -1.592
H 0.188 1.819 -1.547
H -1.288 2.640 -1.724
H -1.745 4.027 0.740
H -1.923 2.974 2.011
H -2.739 2.509 0.463
H 1.427 2.188 0.087
H 1.546 3.811 1.798
H 0.205 3.220 2.603
O 4.324 0.516 1.442
H 3.529 0.705 1.922
H 4.071 0.701 0.532
O 3.161 -1.758 2.564
H 3.910 -1.347 2.109
H 2.963 -1.149 3.270
O 0.146 -1.439 2.913
H 0.934 -0.895 3.005
H -0.541 -0.882 2.488
O 3.165 0.509 -1.096
H 2.922 -0.421 -1.152
H 3.720 0.735 -1.855
O 0.943 -3.276 -1.255
H 1.767 -3.637 -0.895
H 0.465 -2.902 -0.518
O 0.683 -4.845 1.375
H 0.894 -3.956 1.698
H 0.148 -4.716 0.590
O 1.999 0.606 3.408
H 1.634 1.424 3.008
H 1.981 0.780 4.348
O -4.086 -0.031 -3.685
H -3.374 -0.591 -3.973
H -3.809 0.797 -3.320
O -0.536 -2.219 -4.078
H -0.640 -2.895 -3.377
H 0.361 -2.227 -4.427
O -3.558 2.978 -2.185
H -4.064 2.359 -1.627
H -3.397 3.724 -1.623
```

Properties
* SMILES: CCCC/C(C)=C/N.O.O.O.O.O.O.O.O.O.O
* HOMO level: -9.16 eV
* LUMO: 0.0 eV

=====

The following is a DFT calculation (wB97M-V/def2-TZVPD) of one molecule with the formula C4H8O.

The geometry in XYZ format:
```
13
C4H8O, DFT wB97M-V/def2-TZVPD
C 1.253 -1.479 -1.013
C 0.276 -0.442 -0.534
C 0.639 0.505 0.334
O -0.118 1.435 0.964
C -1.522 1.286 0.932
H 1.379 -1.469 -2.102
H 0.915 -2.486 -0.737
H 2.238 -1.329 -0.557
H -0.748 -0.517 -0.895
H 1.674 0.604 0.656
H -1.809 0.232 0.851
H -1.898 1.685 1.877
H -1.963 1.846 0.098
```

Properties
* SMILES: C/C=C/OC
* HOMO level: -8.56 eV
* LUMO: 1.1 eV

=====

The following is a DFT calculation (wB97M-V/def2-TZVPD) of C11H8N2NiS4Te as an isolated structure.

The geometry in XYZ format:
```
27
C11H8N2NiS4Te, DFT wB97M-V/def2-TZVPD
Ni -1.381 -3.862 -0.408
S 1.267 -4.583 1.841
C 0.230 -4.991 0.559
S 0.569 -5.033 -1.113
S -1.427 -5.521 1.142
S -1.056 2.712 -0.904
C -1.200 0.993 -0.887
C -1.880 0.293 0.166
C -1.886 -1.069 0.199
N -1.263 -1.875 -0.722
C -0.557 -1.213 -1.680
C -0.491 0.145 -1.804
C 0.472 3.013 0.013
C 0.490 3.095 1.400
C 1.700 3.261 2.062
N 2.878 3.352 1.445
C 2.859 3.258 0.118
C 1.700 3.092 -0.631
H -2.413 0.841 0.935
H -2.426 -1.590 0.981
H -0.041 -1.857 -2.384
H 0.087 0.574 -2.614
H -0.434 3.024 1.960
H 1.716 3.324 3.146
H 3.820 3.321 -0.385
H 1.752 3.020 -1.711
Te -3.084 -5.724 -0.724
```

Properties
* total charge: -2
* HOMO level (alpha / beta): 0.50 / -0.72 eV
* spin multiplicity: 3
* ⟨S²⟩: 2.026
* LUMO (alpha / beta): 4.4 / 4.3 eV

=====

The following is a DFT calculation (wB97M-V/def2-TZVPD) of one molecule with the formula C19H29N3O4S.

The geometry in XYZ format:
```
56
C19H29N3O4S, DFT wB97M-V/def2-TZVPD
C -3.009 -3.311 0.837
O -2.976 -1.903 0.904
C -3.868 -1.195 0.171
C -4.699 -1.729 -0.812
C -5.549 -0.907 -1.532
C -5.608 0.461 -1.301
C -6.514 1.346 -2.100
C -4.789 0.985 -0.308
C -3.939 0.176 0.414
S -2.944 0.947 1.704
O -2.902 0.118 2.869
O -3.431 2.290 1.841
N -1.403 1.061 1.104
C -0.562 -0.106 1.128
C 0.901 0.332 1.111
C 1.171 1.169 -0.147
C 2.614 1.671 -0.141
O 2.893 2.784 0.264
N 3.571 0.837 -0.613
C 3.452 -0.544 -1.013
C 4.258 -1.433 -0.061
N 5.647 -1.021 -0.070
C 6.480 -1.904 0.716
C 5.754 0.361 0.367
C 4.959 1.258 -0.578
C 0.213 2.363 -0.152
C -1.234 1.885 -0.066
H -2.704 -3.674 -0.150
H -2.294 -3.652 1.584
H -4.001 -3.701 1.081
H -4.689 -2.787 -1.023
H -6.181 -1.347 -2.289
H -6.790 2.227 -1.528
H -7.416 0.815 -2.393
H -6.008 1.677 -3.008
H -4.807 2.035 -0.060
H -0.761 -0.753 0.259
H -0.809 -0.653 2.038
H 1.545 -0.548 1.146
H 1.101 0.946 1.990
H 0.983 0.567 -1.042
H 2.414 -0.868 -1.029
H 3.873 -0.647 -2.021
H 4.199 -2.470 -0.398
H 3.822 -1.370 0.955
H 7.515 -1.578 0.637
H 6.401 -2.915 0.317
H 6.197 -1.922 1.780
H 6.806 0.652 0.344
H 5.376 0.492 1.396
H 4.987 2.294 -0.243
H 5.375 1.182 -1.588
H 0.440 2.998 0.703
H 0.354 2.952 -1.060
H -1.501 1.324 -0.979
H -1.915 2.729 0.041
```

Properties
* SMILES: COc1ccc(C)cc1S(=O)(=O)N1CCC(C(=O)N2CCN(C)CC2)CC1
* HOMO level: -8.76 eV
* LUMO: 0.5 eV

=====

The following is a DFT calculation (wB97M-V/def2-TZVPD) of one molecule with the formula C5H5ClO2.

The geometry in XYZ format:
```
13
C5H5ClO2, DFT wB97M-V/def2-TZVPD
O -0.757 -2.005 0.217
C -0.120 -1.068 0.573
C 0.054 -0.208 1.889
O 0.896 0.643 1.234
C 0.903 -0.016 -0.019
C 0.299 0.820 -1.098
C -0.814 0.371 -1.769
Cl -1.681 1.201 -2.938
H 0.498 -0.832 2.682
H -0.943 0.296 2.222
H 1.962 -0.382 -0.117
H 0.685 1.863 -1.258
H -0.980 -0.683 -1.617
```

Properties
* SMILES: O=C1CO[C@@H]1/C=C/Cl
* HOMO level: -9.56 eV
* LUMO: 0.8 eV

=====

The following is a DFT calculation (wB97M-V/def2-TZVPD) of a 3-piece molecular cluster, C10H28BN4O5 overall.

The geometry in XYZ format:
```
48
C10H28BN4O5, DFT wB97M-V/def2-TZVPD
C 0.114 -0.241 -0.516
N -0.198 0.995 -1.332
O -1.258 1.691 -0.689
C -2.378 1.450 -1.401
N -3.454 1.486 -1.710
B 1.066 1.894 -1.203
O 1.121 2.710 -0.102
O 2.092 1.858 -2.079
H -0.618 -1.046 -0.688
H 0.085 0.029 0.554
H 1.131 -0.602 -0.771
H -0.437 0.760 -2.304
H 0.636 3.518 -0.358
H 1.831 1.466 -2.931
C -6.314 0.152 1.767
C -6.227 -1.326 2.137
C -4.981 -2.040 1.583
O -5.016 -2.319 0.191
C -4.758 -1.211 -0.646
N -7.464 -1.992 1.718
H -6.668 0.311 0.748
H -7.022 0.662 2.422
H -5.345 0.647 1.876
H -6.165 -1.381 3.228
H -4.908 -3.014 2.070
H -4.061 -1.492 1.838
H -4.005 -0.543 -0.217
H -5.681 -0.664 -0.847
H -4.390 -1.586 -1.602
H -7.459 -2.947 2.069
H -7.425 -2.106 0.707
C 6.544 -1.036 -0.750
C 5.547 -0.005 -1.269
C 5.732 1.405 -0.683
O 5.295 1.558 0.657
C 6.175 1.033 1.639
N 4.183 -0.503 -1.040
H 6.288 -1.405 0.243
H 6.562 -1.906 -1.408
H 7.554 -0.626 -0.713
H 5.703 0.076 -2.349
H 5.117 2.095 -1.268
H 6.770 1.747 -0.788
H 7.223 1.175 1.364
H 5.967 -0.024 1.813
H 5.986 1.559 2.574
H 3.527 0.129 -1.490
H 3.985 -0.393 -0.046
```

Properties
* total charge: +1
* HOMO level: -11.11 eV
* LUMO: -4.5 eV

=====

The following is a DFT calculation (wB97M-V/def2-TZVPD) of C35H45BaN4O3PS2 as an isolated structure.

The geometry in XYZ format:
```
91
C35H45BaN4O3PS2, DFT wB97M-V/def2-TZVPD
Ba -0.181 -0.372 -1.308
C -1.256 1.827 4.013
C -1.408 0.953 2.769
C -2.058 1.797 1.670
P 0.125 0.205 2.017
C 0.790 -1.061 3.225
C 2.309 -1.171 3.066
C 0.411 -0.971 4.700
C 1.296 1.588 1.993
C 1.868 2.122 3.150
C 2.755 3.184 3.129
C 3.361 3.740 4.390
C 3.064 3.722 1.876
C 2.524 3.221 0.712
C 1.624 2.130 0.725
N 1.094 1.583 -0.404
C 1.355 2.151 -1.666
C 2.262 1.513 -2.527
C 3.151 0.413 -1.999
C 2.385 1.943 -3.849
C 1.642 3.005 -4.337
C 1.763 3.454 -5.768
C 0.769 3.650 -3.463
C 0.608 3.246 -2.148
C -0.356 3.947 -1.234
H -2.242 2.182 4.325
H -0.647 2.702 3.786
H -0.808 1.310 4.857
H -2.061 0.104 3.007
H -1.421 2.653 1.435
H -3.028 2.182 1.994
H -2.199 1.254 0.733
H 0.348 -1.990 2.842
H 2.810 -0.360 3.595
H 2.617 -1.110 2.021
H 2.665 -2.115 3.487
H 0.861 -0.103 5.182
H 0.779 -1.858 5.223
H -0.668 -0.926 4.850
H 1.607 1.691 4.111
H 2.987 3.212 5.268
H 3.124 4.799 4.516
H 4.449 3.649 4.388
H 3.753 4.558 1.816
H 2.795 3.662 -0.241
H 3.546 0.671 -1.016
H 3.983 0.239 -2.683
H 2.644 -0.553 -1.885
H 3.093 1.443 -4.503
H 2.567 2.928 -6.280
H 1.965 4.525 -5.828
H 0.837 3.266 -6.315
H 0.184 4.490 -3.826
H -0.832 4.785 -1.742
H 0.151 4.321 -0.342
H -1.135 3.261 -0.894
N 2.423 -2.831 0.083
C 1.421 -3.148 -0.823
C 0.132 -3.473 -0.389
C -0.883 -3.713 -1.312
C -0.637 -3.604 -2.672
C 0.641 -3.265 -3.109
C 1.660 -3.041 -2.200
S -1.903 -3.921 -3.900
O -1.848 -2.727 -4.736
O -1.510 -5.148 -4.542
O -3.136 -4.006 -3.107
H 3.370 -2.911 -0.253
H 2.309 -3.179 1.021
H -0.067 -3.558 0.674
H -1.875 -3.991 -0.977
H 0.828 -3.187 -4.173
H 2.657 -2.799 -2.549
N -3.279 -1.289 -2.810
C -3.347 -0.344 -1.895
S -2.805 1.244 -2.204
N -3.750 -0.666 -0.637
C -3.853 -1.975 -0.081
C -4.653 -2.954 -0.649
C -4.670 -4.227 -0.097
C -3.929 -4.512 1.040
C -3.158 -3.517 1.629
C -3.108 -2.255 1.062
H -2.909 -1.065 -3.723
H -3.464 -2.293 -2.677
H -3.745 0.112 0.003
H -5.247 -2.735 -1.526
H -5.265 -4.998 -0.567
H -3.953 -5.505 1.467
H -2.584 -3.729 2.522
H -2.486 -1.478 1.496
```

Properties
* HOMO level: -7.04 eV
* LUMO: 0.0 eV

=====

The following is a DFT calculation (wB97M-V/def2-TZVPD) of C2HN4S as an isolated structure.

The geometry in XYZ format:
```
8
C2HN4S, DFT wB97M-V/def2-TZVPD
C -0.010 -0.075 -0.065
C -1.292 -0.463 -0.116
N 2.097 -0.378 0.168
N 0.985 -1.018 0.073
N 0.582 1.133 -0.027
N 1.828 0.931 0.003
S -2.660 1.338 0.016
H -1.531 -1.468 -0.052
```

Properties
* total charge: -1
* HOMO level: -4.07 eV
* LUMO: 2.4 eV

=====

The following is a DFT calculation (wB97M-V/def2-TZVPD) of C4H6INO as an isolated structure.

The geometry in XYZ format:
```
13
C4H6INO, DFT wB97M-V/def2-TZVPD
C 0.419 -0.151 -0.326
C -0.533 2.300 -1.809
C -1.181 -1.399 1.034
C -0.079 -0.401 1.033
N -0.023 2.454 -2.838
O 1.544 -0.242 -0.704
I 3.485 -0.128 1.155
H -1.524 -1.603 2.031
H -1.007 -2.415 0.629
H -2.073 -1.044 0.519
H -0.245 0.608 1.463
H 0.823 -0.630 1.518
H 0.395 2.651 -3.703
```

Properties
* HOMO level (alpha / beta): -9.14 / -8.27 eV
* LUMO (alpha / beta): -0.5 / -1.9 eV

=====

The following is a DFT calculation (wB97M-V/def2-TZVPD) of a 4-piece molecular cluster, CH10NO3 overall.

The geometry in XYZ format:
```
15
CH10NO3, DFT wB97M-V/def2-TZVPD
C -0.898 1.915 0.850
N -0.683 0.701 1.188
H -0.923 2.104 -0.199
H -0.934 2.673 1.598
H -0.502 0.593 2.180
H -0.550 -0.058 0.512
H 2.677 1.158 0.168
H 1.824 -0.232 0.295
O 1.825 0.726 0.230
H 0.393 -3.016 -0.433
H 1.434 -2.368 -1.396
O 0.850 -2.198 -0.649
H -2.271 -0.712 -1.340
H -0.883 -0.943 -1.801
O -1.360 -0.344 -1.204
```

Properties
* total charge: +1
* HOMO level: -15.27 eV
* LUMO: -4.6 eV

=====

The following is a DFT calculation (wB97M-V/def2-TZVPD) of a 2-piece molecular cluster, C2H8NO3 overall.

The geometry in XYZ format:
```
14
C2H8NO3, DFT wB97M-V/def2-TZVPD
C -0.734 1.600 -0.414
C 0.606 -1.190 0.979
N 0.294 0.436 -0.158
O -1.652 1.400 -1.400
O -0.321 -1.966 0.665
O 1.775 -1.499 0.682
H -1.262 1.624 0.519
H -0.081 2.482 -0.444
H 0.416 -0.629 1.942
H 0.376 -0.151 -1.049
H 1.288 0.703 -0.200
H -1.345 1.420 -2.245
H -1.083 -2.075 1.199
H 1.722 -2.153 -0.076
```

Properties
* total charge: +1
* HOMO level: -15.11 eV
* LUMO: -3.3 eV

=====

The following is a DFT calculation (wB97M-V/def2-TZVPD) of one molecule with the formula CH2N4O.

The geometry in XYZ format:
```
8
CH2N4O, DFT wB97M-V/def2-TZVPD
O 1.671 -0.088 -0.083
N 0.370 -0.150 -0.059
C -0.411 0.958 -0.022
N -1.655 0.414 -0.001
N -1.570 -0.919 -0.051
N -0.283 -1.288 -0.073
H 2.040 -0.994 0.414
H -0.162 2.066 -0.125
```

Properties
* SMILES: On1cnnn1
* HOMO level: -10.56 eV
* LUMO: 0.2 eV

=====

Number 1: energy -1196.2351 a.u.. Number 2: energy -1060.7986 a.u.. Number 3: energy -288.7087 a.u.. Number 4: energy -1075.8127 a.u.. Number 5: energy -1094.8096 a.u.. Number 6: energy -232.4042 a.u.. Number 7: energy -3902.5880 a.u.. Number 8: energy -1604.8088 a.u.. Number 9: energy -804.1051 a.u.. Number 10: energy -1017.5520 a.u.. Number 11: energy -2968.8241 a.u.. Number 12: energy -693.9346 a.u.. Number 13: energy -583.5680 a.u.. Number 14: energy -324.3077 a.u.. Number 15: energy -361.1558 a.u.. Number 16: energy -333.4385 a.u..